Entry 1:
Here is C3H7N4O as an isolated structure in a non-equilibrium geometry from OMol25. Energies are from ωB97M-V/def2-TZVPD.

Values from the calculation:
* E_HOMO (alpha / beta): -11.45 / -11.48 eV
* total energy: -412.378834 hartree
* total charge: +1
* relative energy (zero: lowest compared OMol25 entry of this formula, charge and spin): 105.6 kcal/mol
* gap between HOMO and LUMO (alpha / beta): 7.383 / 7.420 eV

Atoms and positions in Å:
C  0.33949  -0.58866  0.05232
C  -0.41573  0.22026  -0.95665
C  0.31552  1.52588  0.81207
N  2.87978  0.16241  -0.12299
N  -0.09672  1.59239  -0.47466
N  0.38195  0.24785  1.19915
N  -0.14711  -1.87030  0.28049
O  2.15383  -0.70299  -0.38394
H  -0.00539  0.21232  -1.92633
H  -1.41201  -0.16018  -0.92695
H  0.56590  2.23895  1.55425
H  -0.43535  2.47060  -0.89106
H  0.62138  0.13683  2.14653
H  -0.41070  -2.32584  -0.62795
H  0.19203  -2.58750  0.88733

Entry 2:
Here is a 2-piece molecular cluster, CClNS3 overall in a non-equilibrium geometry from OMol25. Energies are from ωB97M-V/def2-TZVPD.

Values from the calculation:
* E_HOMO: -9.42 eV
* total energy: -1747.560095 hartree
* total charge: 0
* relative energy (zero: lowest compared OMol25 entry of this formula, charge and spin): 15.5 kcal/mol
* gap between HOMO and LUMO: 7.221 eV

Atoms and positions in Å:
C  1.19871  -0.59709  -1.31472
N  1.27117  0.35863  -0.68636
S  -1.96985  -0.68441  1.03823
S  -0.41320  1.83781  2.36863
S  -1.12398  1.03211  0.77244
Cl  1.03715  -1.94705  -2.17822

Entry 3:
Here is C3H8HoO3 as an isolated structure in a non-equilibrium geometry from OMol25. Energies are from ωB97M-V/def2-TZVPD.

Values from the calculation:
* E_HOMO (alpha / beta): -14.06 / -14.13 eV
* 2S+1: 5
* total energy: -1292.677358 hartree
* total charge: +1
* relative energy (zero: lowest compared OMol25 entry of this formula, charge and spin): 0.0 kcal/mol
* gap between HOMO and LUMO (alpha / beta): 8.694 / 8.879 eV

Atoms and positions in Å:
O  -0.18825  2.19204  -0.13922
C  -1.32659  1.40613  -0.00447
C  -0.99523  -0.04499  0.33585
O  -0.04531  -0.46649  -0.66293
C  0.22204  -1.85740  -0.67707
Ho  1.52952  1.27111  -0.71750
H  -1.88232  1.40797  -0.96622
H  -2.00170  1.77697  0.79106
H  -1.88844  -0.68449  0.26984
H  -0.72540  -2.40831  -0.76159
H  0.88207  -2.05502  -1.52899
H  0.73064  -2.16993  0.24767
O  2.79612  0.62957  0.96135
H  3.38426  1.18759  1.46850
H  -0.49142  -0.18474  1.38370

Entry 4:
Here is CHIrLiO2 as an isolated structure in a non-equilibrium geometry from OMol25. Energies are from ωB97M-V/def2-TZVPD.

Values from the calculation:
* E_HOMO (alpha / beta): -28.43 / -28.35 eV
* 2S+1: 5
* total energy: -299.402269 hartree
* total charge: +3
* relative energy (zero: lowest compared OMol25 entry of this formula, charge and spin): 0.0 kcal/mol
* gap between HOMO and LUMO (alpha / beta): 10.845 / 7.539 eV

Atoms and positions in Å:
H  -1.76288  0.46558  0.29631
O  -0.88954  0.12517  0.62833
C  -0.01192  0.43197  -0.36589
O  0.93480  -0.41424  -0.33664
Li  1.38587  0.82828  -1.61846
Ir  0.34368  -1.43676  1.39634

Entry 5:
Here is N3O9Rb2 as an isolated structure in a non-equilibrium geometry from OMol25. Energies are from ωB97M-V/def2-TZVPD.

Values from the calculation:
* E_HOMO: -3.54 eV
* total energy: -889.038938 hartree
* total charge: -1
* relative energy (zero: lowest compared OMol25 entry of this formula, charge and spin): 170.5 kcal/mol
* gap between HOMO and LUMO: 4.797 eV

Atoms and positions in Å:
Rb  28.18538  -0.35359  26.85053
Rb  30.37056  -1.30450  24.12926
N  29.40896  1.57020  24.78063
O  30.06498  2.67444  24.80920
O  28.96575  1.16656  23.69468
O  29.57412  0.76609  25.62120
N  27.59864  -1.10397  24.30074
O  27.73300  0.04471  24.88826
O  28.45658  -1.67500  23.49121
O  26.64728  -1.78373  24.66207
N  26.98499  -0.95530  21.28898
O  27.90129  -0.63100  22.04227
O  25.88036  -0.32733  21.42256
O  27.04864  -2.07672  20.72181

Entry 6:
Here is a 2-piece molecular cluster, C3H9N3 overall in a non-equilibrium geometry from OMol25. Energies are from ωB97M-V/def2-TZVPD.

Values from the calculation:
* SMILES: [H]/N=C(/C)N.C=N
* E_HOMO: -9.30 eV
* total energy: -283.941049 hartree
* total charge: 0
* relative energy (zero: lowest compared OMol25 entry of this formula, charge and spin): 26.4 kcal/mol
* gap between HOMO and LUMO: 10.129 eV

Atoms and positions in Å:
C  -1.58937  0.04287  0.47533
C  -0.82916  0.53957  -0.72596
N  -0.30522  1.79358  -0.70154
N  -0.70194  -0.22888  -1.75236
H  0.42916  2.01376  -1.36114
H  -0.19142  2.23337  0.20589
H  -0.21630  0.27061  -2.49972
H  -1.62155  -1.05013  0.48234
H  -2.61112  0.43076  0.43473
H  -1.11178  0.39233  1.39486
C  1.88958  -0.95086  0.63831
N  1.56934  -1.64797  1.67180
H  1.22968  -2.57004  1.36885
H  1.78983  -1.34483  -0.38610
H  2.27031  0.07582  0.75465

Entry 7:
Here is C2H6NO2P2 as an isolated structure in a non-equilibrium geometry from OMol25. Energies are from ωB97M-V/def2-TZVPD.

Values from the calculation:
* E_HOMO: -14.09 eV
* total energy: -967.443614 hartree
* total charge: +1
* relative energy (zero: lowest compared OMol25 entry of this formula, charge and spin): 17.0 kcal/mol
* gap between HOMO and LUMO: 9.519 eV

Atoms and positions in Å:
C  -0.35059  -0.57960  0.45886
C  1.62068  0.57053  -0.54881
N  0.18489  0.69663  -0.25266
O  4.10103  0.82956  0.07548
O  3.63458  -1.58209  0.23253
P  2.71041  1.54340  0.27681
P  4.75471  -0.73797  0.02560
H  0.64702  -1.13210  0.54293
H  -0.66727  -0.45172  1.49797
H  -1.04899  -1.18474  -0.10051
H  1.72887  -0.63102  -1.22568
H  -0.46040  0.72404  -0.99917
H  0.15706  1.57320  0.21839

Entry 8:
Here is a 2-piece molecular cluster, C6H12O overall in a non-equilibrium geometry from OMol25. Energies are from ωB97M-V/def2-TZVPD.

Values from the calculation:
* SMILES: C=C(C)C(=C)C.O
* E_HOMO: -8.20 eV
* total energy: -310.973898 hartree
* total charge: 0
* relative energy (zero: lowest compared OMol25 entry of this formula, charge and spin): 53.6 kcal/mol
* gap between HOMO and LUMO: 9.154 eV

Atoms and positions in Å:
C  1.22765  1.29217  -0.40301
C  0.21358  0.52909  0.41309
C  0.40284  -0.62884  1.06862
C  -2.25618  0.50256  0.20073
C  -1.14132  1.15742  0.51656
C  -1.22420  2.66283  0.72048
H  1.93591  1.84470  0.21770
H  1.80635  0.59819  -1.00438
H  0.71484  2.01569  -1.03154
H  -0.42277  -1.31201  1.18457
H  1.33648  -0.90186  1.54870
H  -3.19147  1.03233  0.32295
H  -2.28499  -0.48782  -0.23130
H  -1.56114  3.13981  -0.19527
H  -1.94181  2.83185  1.52915
H  -0.30152  3.06078  1.13370
H  2.71544  -5.66184  -2.58145
H  2.03745  -6.18086  -1.37077
O  1.93484  -5.49416  -2.03857

Entry 9:
Here is a 2-piece molecular cluster, C3H11NOS2 overall in a non-equilibrium geometry from OMol25. Energies are from ωB97M-V/def2-TZVPD.

Values from the calculation:
* SMILES: C[C@H](N)CSS.O
* E_HOMO: -8.88 eV
* total energy: -1047.251517 hartree
* total charge: 0
* relative energy (zero: lowest compared OMol25 entry of this formula, charge and spin): 9.9 kcal/mol
* gap between HOMO and LUMO: 9.390 eV

Atoms and positions in Å:
N  -1.73199  1.51742  1.38128
C  -0.69109  1.26883  0.39160
C  -0.37535  2.61947  -0.32376
C  0.56435  0.67197  1.03688
S  1.43642  -0.60454  0.09343
S  0.01974  -2.15970  0.30695
H  -2.70102  1.30330  1.16306
H  -1.79436  2.46745  1.71844
H  -1.04222  0.51146  -0.30931
H  0.28684  3.17058  0.36167
H  -1.29506  3.12850  -0.60805
H  0.12508  2.36576  -1.24616
H  0.43901  0.39354  2.11514
H  1.42714  1.35882  1.16638
H  -0.45181  -2.13468  -1.00397
H  -0.13836  -0.08514  -1.99297
H  0.21484  -1.09179  -3.05861
O  -0.55599  -0.70666  -2.61043